Entry from the Open Molecules 2025 dataset: an isolated molecule of H3NOS in a non-equilibrium geometry (ωB97M-V with the def2-TZVPD basis set).

As for the total energy: -14420.480 eV. The value obtained for the largest force on an atom is 1.57 eV/Å. Its SMILES is NSO. As for the energy above the lowest of the compared OMol25 structures with the same formula, charge and spin: 0.0000 eV. Its HOMO energy is -8.62 eV. The LUMO energy comes out at 0.8 eV.

Element x y z (Å)
N -0.227 -0.025 -0.759
S -0.759 0.438 0.797
O 0.755 0.283 1.466
H -0.303 0.706 -1.421
H -0.551 -0.913 -1.061
H 1.084 -0.490 0.978

natural (NBO) atomic charges, in units of e: atom 1 (N): -1.010, atom 2 (S): 0.623, atom 3 (O): -0.854, atom 4 (H): 0.383, atom 5 (H): 0.378, atom 6 (H): 0.481